122
Properties=species:S:1:pos:R:3:forces:R:3:lowdin_charge:R:1 method="wB97M-V/def2-TZVPD" charge=0 multiplicity=5 s_squared=6.028 e_tot_ha=-10639.70041
Os 2.443 -0.903 -2.371 -0.3462 0.2050 -0.5670 0.561
C -5.119 -3.003 -0.678 0.0130 -0.0190 0.0959 -0.046
C -3.918 -2.925 0.227 -0.0718 -0.1139 -0.0003 -0.292
C -2.794 -3.705 -0.002 -0.0146 -0.0066 -0.0182 -0.024
C -1.690 -3.660 0.841 -0.0286 -0.0754 0.1772 -0.258
C -0.486 -4.515 0.545 -0.0239 0.0916 -0.0459 -0.020
C -1.720 -2.807 1.951 -0.2308 -0.2129 0.0231 -0.206
C -2.845 -2.012 2.199 -0.0436 -0.0665 0.0552 -0.232
C -2.909 -1.088 3.389 -0.0349 -0.0735 -0.0823 -0.022
C -3.924 -2.079 1.328 0.0581 -0.0423 0.1141 -0.032
C -0.573 -2.799 2.902 0.0010 -0.0329 0.0172 -0.227
C -0.710 -3.496 4.100 -0.0471 -0.0246 -0.0270 -0.023
C 0.335 -3.562 5.003 -0.0086 -0.0061 0.0363 -0.053
C 1.537 -2.941 4.708 0.0472 -0.0025 -0.0497 -0.026
C 1.707 -2.239 3.518 -0.1923 -0.0375 0.0573 -0.218
C 0.632 -2.154 2.615 0.2135 0.3672 -0.4370 -0.185
Ge 0.783 -1.065 0.945 0.0303 0.4511 -0.0639 0.156
S 2.566 -1.721 -0.260 -0.1242 -0.3776 0.4610 0.118
S 1.006 1.174 1.243 -0.2920 -0.1512 -0.3659 0.316
Ge -0.204 1.212 -0.689 -0.0682 -0.2333 0.5714 0.105
S 1.247 1.172 -2.329 -0.5062 0.4098 0.6089 0.171
S -1.062 -0.860 -0.342 0.7074 0.4456 -0.0077 0.404
C -1.547 2.661 -0.942 0.4140 -0.3443 0.1951 -0.198
C -1.651 3.748 -0.066 -0.0766 0.0352 -0.1331 -0.224
C -2.561 4.764 -0.353 0.0050 -0.0309 0.0423 -0.025
C -3.370 4.702 -1.474 -0.0219 0.0268 0.0155 -0.054
C -3.285 3.610 -2.320 0.0100 -0.0349 -0.0302 -0.027
C -2.376 2.587 -2.067 -0.0228 0.0143 0.0077 -0.228
C -2.358 1.415 -2.990 -0.1394 -0.1359 -0.0995 -0.158
C -3.107 0.272 -2.686 0.0276 0.1544 0.0130 -0.218
C -3.931 0.158 -1.427 0.0705 0.0137 -0.1301 -0.055
C -3.131 -0.781 -3.597 0.0254 -0.0014 -0.0062 0.004
C -2.453 -0.716 -4.802 -0.0190 -0.0910 -0.0226 -0.263
C -2.571 -1.824 -5.815 -0.1014 0.1310 -0.1004 -0.056
C -1.715 0.429 -5.088 -0.0141 0.0613 0.0449 -0.018
C -1.667 1.500 -4.209 -0.0163 -0.0017 0.0022 -0.231
C -0.917 2.753 -4.571 -0.0515 -0.0316 0.0351 -0.052
C -0.876 3.872 1.202 0.0874 0.0909 0.1149 -0.186
C 0.303 4.615 1.256 -0.0827 -0.0812 -0.0789 -0.227
C 0.916 5.227 0.021 0.0114 -0.0429 0.0947 -0.022
C 0.940 4.782 2.484 -0.0041 -0.0360 0.0180 -0.015
C 0.427 4.237 3.649 0.0855 0.0321 0.0019 -0.270
C 1.109 4.440 4.975 -0.0660 -0.0155 -0.0728 -0.049
C -0.747 3.494 3.573 -0.0405 -0.0453 -0.0364 -0.018
C -1.404 3.300 2.370 -0.0097 0.0383 -0.0256 -0.235
C -2.647 2.454 2.310 0.0779 -0.0078 -0.0221 -0.026
C 3.034 -1.610 3.262 0.1074 0.0159 -0.0663 -0.161
C 4.086 -2.372 2.743 -0.1044 0.0888 -0.0307 -0.240
C 3.937 -3.840 2.438 -0.0175 0.0891 -0.0346 -0.036
C 5.306 -1.749 2.493 -0.0604 -0.0086 -0.0748 -0.017
C 5.498 -0.400 2.738 0.0581 0.0494 -0.0246 -0.269
C 6.810 0.270 2.422 -0.0664 -0.0346 0.0953 -0.051
C 4.457 0.326 3.309 -0.0264 -0.0240 0.0184 -0.006
C 3.236 -0.263 3.598 -0.0487 0.0177 -0.0286 -0.220
C 2.155 0.521 4.294 0.0251 -0.0629 -0.0518 -0.055
H -4.908 -3.610 -1.558 -0.0222 0.0006 -0.0262 0.077
H -5.426 -2.008 -1.005 -0.0348 -0.1247 -0.0004 0.055
H -5.963 -3.449 -0.149 -0.0176 -0.0219 -0.0426 0.083
H -2.767 -4.363 -0.865 -0.0011 0.0059 -0.0029 0.121
H -0.753 -5.335 -0.121 0.0051 0.0020 -0.0064 0.084
H -0.053 -4.927 1.457 0.0200 -0.0122 -0.0125 0.084
H 0.291 -3.931 0.041 0.0291 -0.0409 0.0006 0.057
H -1.914 -0.805 3.731 -0.0037 0.0686 0.0174 0.082
H -3.425 -1.573 4.222 0.0460 0.0147 0.0379 0.089
H -3.463 -0.184 3.138 -0.0001 -0.0342 0.0192 0.062
H -4.791 -1.453 1.515 -0.0015 0.0142 -0.0062 0.128
H -1.648 -3.997 4.308 -0.0027 0.0124 0.0035 0.125
H 0.216 -4.104 5.933 0.0058 -0.0028 -0.0043 0.106
H 2.370 -3.002 5.399 -0.0032 0.0055 0.0056 0.126
H -2.634 5.599 0.334 -0.0071 0.0151 -0.0188 0.126
H -4.078 5.495 -1.678 0.0063 0.0014 -0.0038 0.105
H -3.931 3.533 -3.187 0.0026 0.0071 -0.0011 0.125
H -3.824 1.032 -0.790 -0.0175 0.0037 0.0631 0.079
H -3.625 -0.720 -0.855 -0.0562 0.1970 -0.0780 0.010
H -4.987 0.043 -1.680 -0.0016 0.0796 -0.0238 0.088
H -3.714 -1.665 -3.357 0.0114 -0.0163 -0.0106 0.121
H -2.884 -2.756 -5.346 0.0622 -0.0033 -0.0392 0.078
H -1.623 -1.989 -6.327 -0.1415 -0.0002 0.0082 0.045
H -3.311 -1.557 -6.573 -0.0415 -0.0076 0.0033 0.085
H -1.185 0.498 -6.035 -0.0035 0.0066 -0.0150 0.113
H -0.408 2.638 -5.528 -0.0022 0.0009 -0.0244 0.074
H -0.174 2.991 -3.809 -0.0034 0.0438 -0.0069 0.035
H -1.598 3.604 -4.641 0.0314 0.0206 -0.0478 0.082
H 0.351 4.981 -0.875 0.0232 0.0259 -0.0399 0.071
H 1.938 4.864 -0.109 -0.0023 0.0055 -0.0223 0.086
H 0.960 6.314 0.114 0.0023 0.0048 -0.0343 0.085
H 1.860 5.356 2.521 0.0029 -0.0078 0.0147 0.119
H 2.065 4.949 4.853 0.0097 -0.0129 0.0271 0.074
H 1.284 3.481 5.466 0.0322 0.0160 0.0369 0.067
H 0.484 5.040 5.639 0.0327 0.0016 0.0252 0.081
H -1.155 3.048 4.474 0.0036 0.0031 -0.0018 0.121
H -3.012 2.236 3.313 -0.0062 -0.0035 -0.0019 0.077
H -2.435 1.502 1.811 -0.0082 0.0302 -0.0123 0.070
H -3.439 2.950 1.747 -0.0313 -0.0278 0.0127 0.086
H 2.892 -4.138 2.389 0.0076 -0.0410 -0.0287 0.071
H 4.426 -4.440 3.209 -0.0238 -0.0182 -0.0101 0.088
H 4.405 -4.070 1.481 -0.0034 -0.0381 -0.0023 0.079
H 6.110 -2.339 2.063 0.0181 0.0294 -0.0006 0.120
H 7.430 -0.362 1.787 0.0098 0.0321 -0.0075 0.073
H 7.365 0.477 3.339 0.0324 0.0118 -0.0220 0.081
H 6.646 1.224 1.917 0.0359 -0.0154 -0.0203 0.077
H 4.601 1.377 3.541 0.0066 -0.0034 -0.0061 0.120
H 2.513 1.517 4.550 -0.0225 0.0200 -0.0001 0.071
H 1.842 0.011 5.208 0.0040 0.0275 0.0346 0.089
H 1.272 0.632 3.662 0.0049 0.0116 0.1599 0.006
N 2.694 0.442 -4.556 0.4228 -0.3175 -0.1643 -0.095
N 2.248 -0.233 -5.692 0.1762 0.0664 -0.2119 0.015
C 1.461 -1.317 -5.546 -0.3045 -0.2655 0.2648 -0.430
N 1.095 -2.022 -6.616 0.1128 0.0092 -0.0658 0.214
N 1.100 -1.542 -4.302 0.0371 0.2014 0.8134 0.015
N 0.340 -2.602 -3.926 -0.2379 -0.5842 0.0051 -0.400
O 0.336 -2.824 -2.732 -0.0005 0.1423 -0.3443 0.001
O -0.297 -3.264 -4.747 0.2984 0.0713 0.0266 0.024
H 2.235 1.341 -4.450 -0.0558 0.0092 -0.0295 0.024
H 3.701 0.523 -4.542 0.1923 -0.0062 -0.1341 0.083
H 2.670 -0.049 -6.586 0.0409 0.0965 -0.0431 0.154
H 1.563 -1.919 -7.499 0.0161 0.0598 0.0110 0.123
H 0.514 -2.829 -6.432 -0.0156 -0.0235 -0.0019 0.093
O 4.472 0.652 -1.458 0.1147 0.3018 -0.1296 -0.182
H 5.196 0.015 -1.479 -0.0777 -0.1115 0.0780 0.013
H 4.188 0.702 -0.534 -0.0567 -0.0570 -0.0458 0.017
Se 4.093 -2.296 -3.153 0.2975 -0.2019 -0.0994 0.009

---

112
Properties=species:S:1:pos:R:3:forces:R:3:lowdin_charge:R:1 method="wB97M-V/def2-TZVPD" charge=0 multiplicity=1 smiles=CCCCB(C[C@H](C)Br)P(O)Cl.c1ccccc1.c1ccccc1.c1ccccc1.c1ccccc1.c1ccccc1.c1ccccc1.c1ccccc1 e_tot_ha=-5377.60219
C -0.194 0.216 2.973 -0.0700 -0.6741 -0.0881 -0.098
C -0.713 -0.214 1.591 0.3692 0.4550 0.3552 -0.225
C -1.259 0.929 0.716 -0.0914 -0.7325 -0.6686 -0.217
C -2.718 0.693 0.246 0.4540 0.9115 0.4234 -0.149
B -3.856 1.591 0.830 -0.1205 -0.9900 0.5197 -0.494
C -5.358 1.100 0.736 -0.0912 0.2957 -0.1294 -0.211
C -5.774 0.236 1.947 0.2034 -0.0889 -0.1656 -0.721
C -4.662 -0.223 2.869 -0.3981 -0.2775 0.2217 -0.151
Br -6.758 -1.357 1.326 0.0082 0.0827 0.0454 0.669
P -3.560 3.378 1.480 -0.1305 0.7294 -0.6260 0.608
O -5.053 3.843 2.045 0.6903 -0.3330 0.9627 -0.416
Cl -2.511 3.252 3.261 -0.0645 -0.2222 0.0031 0.249
H 0.885 0.345 2.944 0.0985 0.3324 0.0824 0.052
H -0.386 -0.584 3.685 0.0605 -0.0524 0.1965 0.054
H -0.674 1.107 3.358 -0.0344 0.2193 -0.0339 0.024
H -1.439 -1.012 1.713 -0.3057 0.0135 -0.0417 0.092
H 0.124 -0.668 1.066 0.0628 -0.1993 -0.1060 0.097
H -1.117 1.898 1.186 -0.0664 0.0997 0.2044 0.056
H -0.645 0.944 -0.181 0.1358 0.2191 -0.0962 0.075
H -2.967 -0.361 0.326 -0.1895 -0.2185 -0.0728 0.102
H -2.756 0.901 -0.831 -0.1887 0.0351 -0.1923 0.116
H -6.061 1.929 0.692 -0.0790 0.1345 -0.0840 0.080
H -5.503 0.537 -0.182 0.1127 -0.1750 -0.1157 0.081
H -6.503 0.771 2.538 -0.2153 0.0761 0.0505 0.080
H -4.254 0.628 3.414 0.2646 0.1644 -0.0894 0.074
H -5.082 -0.898 3.609 0.0069 -0.0427 0.1616 0.072
H -3.886 -0.770 2.352 0.2336 0.0323 -0.1309 0.066
H -5.103 3.566 2.982 -0.4069 0.1692 -0.5044 0.043
C 4.180 2.449 -0.746 -0.0015 -0.0271 0.0309 -0.092
C 2.930 2.905 -1.141 -0.0099 0.0036 -0.0683 -0.095
C 1.953 3.164 -0.190 -0.0419 -0.0541 0.0317 -0.099
C 2.221 2.959 1.156 -0.0310 -0.0218 0.0110 -0.096
C 3.469 2.496 1.551 -0.0034 -0.0166 0.0133 -0.100
C 4.449 2.243 0.601 -0.0111 -0.0200 -0.0151 -0.101
H 4.943 2.251 -1.487 0.0014 -0.0021 -0.0044 0.101
H 2.715 3.059 -2.191 0.0007 0.0066 -0.0046 0.101
H 0.977 3.519 -0.499 0.0009 0.0233 0.0077 0.090
H 1.457 3.158 1.898 -0.0036 -0.0022 0.0015 0.100
H 3.678 2.333 2.601 0.0060 0.0046 0.0098 0.102
H 5.422 1.884 0.909 0.0109 0.0092 0.0084 0.099
C 0.983 -1.512 6.384 0.0077 0.0701 -0.0812 -0.107
C 1.659 -2.677 6.708 0.1398 -0.1160 -0.0229 -0.101
C 1.020 -3.678 7.425 -0.0781 0.0416 0.0243 -0.094
C -0.298 -3.505 7.829 0.0023 0.0030 -0.0426 -0.096
C -0.976 -2.336 7.506 0.0495 -0.0565 -0.0102 -0.096
C -0.334 -1.343 6.779 -0.1020 0.0585 0.0182 -0.103
H 1.485 -0.740 5.814 -0.0035 0.0161 0.0073 0.099
H 2.687 -2.804 6.392 0.0028 -0.0227 -0.0023 0.099
H 1.546 -4.592 7.669 0.0058 0.0037 0.0160 0.100
H -0.800 -4.284 8.388 -0.0011 0.0005 0.0108 0.100
H -2.005 -2.203 7.815 -0.0005 0.0000 0.0077 0.099
H -0.862 -0.433 6.520 -0.0080 0.0060 0.0088 0.099
C -1.447 1.861 -5.393 0.0105 -0.0195 -0.0017 -0.096
C -1.353 2.704 -4.295 -0.0107 0.0275 -0.0037 -0.091
C -0.660 2.294 -3.164 -0.0016 -0.0088 0.0377 -0.100
C -0.064 1.041 -3.131 0.0017 -0.0071 0.0413 -0.101
C -0.164 0.196 -4.227 0.0098 -0.0162 -0.0051 -0.088
C -0.854 0.606 -5.359 -0.0048 0.0034 -0.0269 -0.097
H -1.983 2.183 -6.277 -0.0217 -0.0027 0.0058 0.095
H -1.820 3.680 -4.319 0.0057 0.0077 -0.0020 0.102
H -0.586 2.951 -2.306 -0.0053 0.0063 0.0043 0.089
H 0.480 0.723 -2.249 0.0229 0.0071 -0.0097 0.093
H 0.297 -0.783 -4.200 0.0060 -0.0025 -0.0005 0.103
H -0.931 -0.052 -6.215 -0.0084 -0.0011 -0.0041 0.095
C 4.775 -1.829 1.822 0.0035 0.0080 0.0033 -0.088
C 5.461 -3.005 2.090 0.0242 -0.0182 0.0062 -0.095
C 4.835 -4.033 2.782 0.0112 0.0055 -0.0012 -0.098
C 3.523 -3.884 3.209 0.0120 -0.0066 0.0112 -0.095
C 2.839 -2.705 2.947 -0.0582 0.0516 0.0099 -0.095
C 3.465 -1.678 2.253 -0.0257 0.0109 0.0038 -0.089
H 5.262 -1.029 1.278 -0.0051 0.0099 -0.0035 0.095
H 6.485 -3.122 1.758 -0.0024 0.0005 -0.0253 0.088
H 5.370 -4.952 2.990 0.0032 -0.0018 0.0097 0.095
H 3.033 -4.685 3.748 -0.0052 0.0017 0.0067 0.102
H 1.817 -2.585 3.285 -0.0069 -0.0059 0.0068 0.095
H 2.930 -0.758 2.046 0.0045 0.0108 -0.0190 0.084
C -8.209 5.646 1.314 -0.0037 -0.0005 0.0128 -0.092
C -9.429 6.234 1.010 -0.0052 -0.0004 0.0145 -0.099
C -9.954 6.123 -0.270 -0.0024 0.0018 -0.0019 -0.101
C -9.257 5.426 -1.247 0.0080 -0.0042 -0.0085 -0.099
C -8.034 4.843 -0.944 -0.0266 0.0083 0.0163 -0.093
C -7.509 4.951 0.337 -0.0492 -0.0066 -0.1287 -0.094
H -7.802 5.729 2.313 0.0157 0.0100 -0.0032 0.099
H -9.972 6.779 1.771 -0.0057 -0.0030 0.0032 0.099
H -10.906 6.580 -0.507 -0.0043 0.0022 0.0001 0.099
H -9.667 5.338 -2.245 0.0010 0.0040 -0.0039 0.099
H -7.489 4.303 -1.708 -0.0009 -0.0050 -0.0045 0.099
H -6.559 4.498 0.579 -0.0565 0.0435 -0.0094 0.062
C 0.678 0.229 -8.976 0.0107 0.0000 0.0181 -0.099
C -0.476 0.935 -9.286 -0.0133 -0.0083 0.0165 -0.097
C -1.035 0.833 -10.552 -0.0070 0.0022 -0.0035 -0.095
C -0.437 0.027 -11.511 0.0003 0.0036 -0.0023 -0.098
C 0.720 -0.674 -11.204 0.0033 -0.0072 -0.0049 -0.098
C 1.277 -0.574 -9.937 -0.0016 -0.0056 0.0036 -0.096
H 1.110 0.304 -7.987 0.0037 0.0210 0.0018 0.096
H -0.941 1.566 -8.538 0.0077 0.0063 0.0070 0.086
H -1.936 1.383 -10.792 -0.0033 0.0035 -0.0010 0.100
H -0.873 -0.053 -12.498 0.0012 0.0031 -0.0061 0.100
H 1.189 -1.300 -11.953 -0.0009 -0.0065 -0.0026 0.100
H 2.179 -1.123 -9.697 0.0038 -0.0036 0.0003 0.100
C 9.960 -5.666 1.381 0.0033 0.0039 0.0082 -0.096
C 10.334 -6.563 0.390 0.0087 -0.0007 -0.0047 -0.098
C 9.367 -7.164 -0.403 -0.0026 -0.0005 -0.0017 -0.097
C 8.025 -6.871 -0.205 0.0084 -0.0053 -0.0039 -0.094
C 7.651 -5.977 0.789 -0.0285 0.0117 0.0199 -0.096
C 8.618 -5.374 1.581 -0.0076 -0.0012 -0.0014 -0.100
H 10.714 -5.194 1.997 0.0031 -0.0039 0.0075 0.100
H 11.380 -6.794 0.237 0.0056 0.0040 -0.0052 0.100
H 9.659 -7.863 -1.176 0.0029 -0.0032 -0.0035 0.100
H 7.271 -7.338 -0.824 -0.0056 -0.0046 0.0020 0.101
H 6.604 -5.751 0.946 -0.0055 0.0115 -0.0219 0.087
H 8.327 -4.677 2.357 0.0033 -0.0029 0.0100 0.093

---

- The lowest multiplicity belongs to which entry?
  C49H58BBrClOP